CH6ClN2OP | the ωB97M-V functional and the def2-TZVPD basis

Bonds (Å) are listed after each position.
Positions of all 12 atoms, in Å:
1 Cl -1.63 -1.41 0.65  C6 1.686
2 P 1.40 -0.42 -0.30  O3 1.467, N4 1.711, N5 1.707
3 O 2.18 -1.59 0.12  P2 1.467
4 N 1.66 -0.09 -1.95  P2 1.711, H7 1.006, H10 1.012
5 N 2.00 1.00 0.41  P2 1.707, H9 1.014, H12 1.010
6 C -3.09 -1.17 1.45  Cl1 1.686, H8 1.071, H11 1.069
7 H 1.12 0.67 -2.33  N4 1.006
8 H -3.11 -1.36 2.51  C6 1.071
9 H 2.24 0.85 1.39  N5 1.014
10 H 1.58 -0.92 -2.52  N4 1.012
11 H -3.84 -0.58 0.97  C6 1.069
12 H 1.41 1.82 0.32  N5 1.010

- Energy above the lowest of the compared OMol25 structures with the same formula, charge and spin: 0.0 kJ/mol
- HOMO (spin up / spin down): -0.28955 / -0.38401 hartree
- Gap between HOMO and LUMO (spin up / spin down): 8.7 / 9.4 eV
- Multiplicity: 3
- <S²>: 2.01

***

C4H4O4 | the ωB97M-V functional and the def2-TZVPD basis

Bonds (Å) are listed after each position.
Positions of all 12 atoms, in Å:
1 O -2.07 1.08 0.22  C5 1.210
2 O 0.12 -2.26 -0.12  C6 1.372, H9 0.961
3 O 1.19 2.28 0.00  C8 1.211
4 O 2.01 -0.39 0.11  C7 1.345, H10 0.971
5 C -1.07 1.53 -0.29  O1 1.210, C8 1.541, H11 1.112
6 C -0.28 -0.96 0.04  O2 1.372, C7 1.372, H12 1.083
7 C 0.72 -0.05 0.28  O4 1.345, C6 1.372, C8 1.471
8 C 0.40 1.38 0.15  O3 1.211, C5 1.541, C7 1.471
9 H -0.61 -2.87 0.05  O2 0.961
10 H 2.07 -1.35 0.06  O4 0.971
11 H -1.16 2.49 -0.84  C5 1.112
12 H -1.32 -0.88 0.35  C6 1.083

- Energy above the lowest of the compared OMol25 structures with the same formula, charge and spin: 291.5 kJ/mol
- HOMO: -0.33297 hartree
- Gap between HOMO and LUMO: 8.5 eV
- SMILES: O=CC(=O)/C(O)=C/O

***

C5H9ClN2 | the ωB97M-V functional and the def2-TZVPD basis

Bonds (Å) are listed after each position.
Positions of all 17 atoms, in Å:
1 Cl -2.78 -0.80 -0.40  C5 1.798
2 N 0.95 0.00 -0.01  C4 1.352, C6 1.381, H12 0.986
3 N 3.06 0.84 -0.36  C4 1.262, H17 1.001
4 C 2.29 -0.12 -0.06  N2 1.352, N3 1.262, C7 1.545
5 C -2.12 0.38 0.78  Cl1 1.798, C8 1.504, H10 1.132, H11 1.102
6 C 0.22 1.17 -0.09  N2 1.381, C8 1.363, H13 1.101
7 C 2.86 -1.51 0.27  C4 1.545, H9 1.089, H14 1.098, H16 1.094
8 C -1.12 1.31 0.15  C5 1.504, C6 1.363, H15 1.121
9 H 3.93 -1.60 0.07  C7 1.089
10 H -1.67 -0.27 1.59  C5 1.132
11 H -2.98 0.97 1.14  C5 1.102
12 H 0.39 -0.78 0.19  N2 0.986
13 H 0.82 2.07 -0.29  C6 1.101
14 H 2.26 -2.25 -0.29  C7 1.098
15 H -1.60 2.24 -0.24  C8 1.121
16 H 2.72 -1.70 1.34  C7 1.094
17 H 2.57 1.69 -0.55  N3 1.001

- Energy above the lowest of the compared OMol25 structures with the same formula, charge and spin: 98.3 kJ/mol
- HOMO: -0.31640 hartree
- Gap between HOMO and LUMO: 9.3 eV
- SMILES: [H]/N=C(/C)N/C=C\CCl